21
Properties=species:S:1:pos:R:3:lowdin_charge:R:1 method="wB97M-V/def2-TZVPD" homo_lumo_gap_ev=9.35 de_lowest_ev=4.0015
C 1.87727 -0.24916 1.24519 -0.0937
N 0.65070 1.01543 0.66188 -0.0476
N -0.27749 1.61359 1.56723 0.0270
O 1.36105 -1.47475 1.45967 -0.0019
H 1.25904 -1.88902 0.58442 0.0981
H 1.24981 1.75283 0.30201 0.1209
H -1.12712 1.86874 1.05502 0.0787
H -0.57869 0.88021 2.19944 0.0787
H 2.09488 0.21793 2.20592 0.1114
H 2.68496 -0.17437 0.52113 0.1163
C -1.61060 -1.72748 -0.48657 -0.0806
C -0.44882 1.15924 -1.75249 0.0013
C -0.05306 0.09585 -0.74138 -0.6661
O -1.20830 -0.41729 -0.13108 -0.1364
O 0.90931 -0.68984 -1.01863 -0.1122
H -0.84647 -2.28714 -1.03015 0.0861
H -2.51053 -1.65709 -1.09809 0.0847
H -1.80220 -2.26990 0.45286 0.0909
H -0.92043 0.67843 -2.60652 0.0902
H 0.44299 1.68585 -2.08573 0.0812
H -1.14632 1.86793 -1.30416 0.0730

8
Properties=species:S:1:pos:R:3:lowdin_charge:R:1 method="wB97M-V/def2-TZVPD" homo_lumo_gap_ev="8.06 / 8.06" de_lowest_ev=1.3737
C 1.41929 0.11831 -0.31352 -0.8606
C 0.74530 -0.93590 0.55054 -0.7185
O 1.21600 -1.71788 1.29930 0.1703
O -0.49233 -0.53978 0.38864 -0.2893
P -0.13105 0.80434 -0.66417 1.0416
Cl -3.11306 1.30837 0.21960 0.2694
Cl 3.08809 0.36704 -0.67194 0.6319
H -2.73225 0.59549 -0.80845 -0.2449

20
Properties=species:S:1:pos:R:3:lowdin_charge:R:1 method="wB97M-V/def2-TZVPD" homo_lumo_gap_ev=10.31 de_lowest_ev=0.3671 smiles=NCCS.O.O.O
N 1.26574 -0.84796 -0.74637 0.0023
C 0.06875 -0.30262 -0.08912 -0.3680
C -1.20894 -0.98408 -0.45623 -0.5593
S -2.75763 -0.19005 0.06340 0.7317
H 2.04340 -0.26694 -0.46950 0.0768
H 1.44718 -1.81950 -0.57374 0.0762
H 0.02080 0.75344 -0.37106 0.1089
H 0.26091 -0.33331 0.98214 0.0889
H -1.21644 -1.34603 -1.49368 0.0797
H -1.25833 -1.94541 0.06793 0.0719
H -2.61978 1.11334 -0.23481 -0.1352
O 1.64469 1.00522 2.78148 -0.0830
H 0.73012 1.02034 3.12298 0.0131
H 1.52227 1.68700 2.10024 0.0309
O 1.17420 -0.45684 -3.98598 -0.0648
H 1.13602 -0.53459 -3.02772 -0.0190
H 2.06716 -0.69677 -4.18424 0.0130
O -1.23120 1.59184 2.46249 -0.0669
H -1.92310 0.94089 2.54857 0.0140
H -1.16583 1.61203 1.50322 -0.0114

19
Properties=species:S:1:pos:R:3:lowdin_charge:R:1 method="wB97M-V/def2-TZVPD" homo_lumo_gap_ev=11.00 de_lowest_ev=3.5294 total_charge=+1
C 0.90070 -0.46359 1.77011 -0.0813
C -0.47997 2.12023 -0.55806 -0.0211
C 0.84012 0.59827 0.68683 -0.2691
C -0.58771 -1.52662 -1.05110 -0.2367
N -0.57209 0.99605 0.38569 -0.0864
O -1.52605 -2.42410 -0.93249 0.1220
O 0.34056 -1.46491 -1.95844 0.0996
H 0.80285 -0.11608 2.85107 0.1041
H 1.73411 -1.17668 1.74472 0.0848
H -0.06370 -1.08002 1.54121 0.0916
H 0.24343 2.70383 -0.02139 0.0797
H 0.00131 1.59342 -1.46240 0.1326
H -1.41356 2.66213 -0.75536 0.1103
H 1.46291 1.50441 1.00601 0.1463
H 1.38320 0.27372 -0.21599 0.1199
H -1.20281 1.15824 1.20672 0.2005
H -0.78481 0.04889 -0.17160 0.0989
H -1.51865 -3.30315 -1.34931 0.1426
H 0.44014 -2.10404 -2.71623 0.1617

89
Properties=species:S:1:pos:R:3:lowdin_charge:R:1 method="wB97M-V/def2-TZVPD" homo_lumo_gap_ev=5.08 de_lowest_ev=0.0000 total_charge=-1
C -2.83183 -1.96178 -4.05966 -0.0279
C -2.65961 -3.44281 -3.86757 -0.2266
H -2.58473 -1.68423 -5.09323 0.0700
H -2.18266 -1.39506 -3.37661 0.0768
H -3.87115 -1.63687 -3.88336 0.0955
C -2.74411 -4.33123 -4.86726 -0.1065
C -3.05075 -3.95617 -6.27242 -0.1062
H -2.63425 -5.39687 -4.66800 0.0993
H -2.48554 -3.06662 -6.57516 0.0682
H -4.11887 -3.74536 -6.42119 0.0836
H -2.77991 -4.77431 -6.94634 0.0671
Ba 0.72214 2.10706 0.65398 1.4355
Cl -1.02437 1.37902 -1.60412 -0.3868
C -0.07901 -0.59348 2.84013 -0.2815
O 0.83558 0.05632 2.27058 -0.2580
N 0.15197 -1.75997 3.45086 -0.1758
C 1.49558 -2.33350 3.41969 -0.0210
C -0.94187 -2.54617 4.01159 -0.0408
H -1.12487 -0.23764 2.88937 0.1567
H 2.22860 -1.52603 3.33118 0.0958
H 1.61291 -3.02219 2.56975 0.0821
H 1.64877 -2.89685 4.34335 0.0884
H -1.80565 -1.88956 4.15749 0.0931
H -0.62220 -2.97382 4.97185 0.0909
H -1.22598 -3.36653 3.33342 0.0756
H 4.67843 3.94331 5.22862 0.0900
H 3.12172 6.21892 5.70206 0.0883
C 4.67658 4.36868 4.21436 -0.0476
C 3.25318 6.34415 4.61638 -0.0432
N 3.41592 5.05064 3.95358 -0.1895
H 4.84144 3.58299 3.47412 0.0856
C 2.42078 4.43834 3.29265 -0.3146
O 2.53453 3.39461 2.62857 -0.1358
H 2.38888 6.87581 4.19929 0.0924
H 1.44294 4.95189 3.38944 0.0947
H 5.46797 5.12291 4.17564 0.0786
H 4.17232 6.92432 4.46225 0.0823
H 1.41481 3.64694 -4.07268 0.0966
H 1.03082 1.01927 -2.94207 -0.0043
C 2.45645 3.54430 -3.74163 -0.0747
C 2.09006 1.13204 -3.25741 -0.0689
N 2.60533 2.42302 -2.82559 -0.1862
H 2.76653 4.46433 -3.22887 0.0673
C 3.06446 2.56550 -1.57469 -0.4510
O 3.08172 1.65286 -0.72460 -0.2044
H 2.68699 0.33655 -2.79673 0.0846
H 3.35294 3.59969 -1.31575 0.0857
H 3.08288 3.37734 -4.62625 0.0800
H 2.14619 1.09313 -4.34976 0.0854
O -0.96071 -3.40015 -2.22879 -0.1698
C -2.28600 -3.87449 -2.45727 -0.2888
C -1.52121 -6.31817 -2.59342 -0.0454
C -2.46783 -5.36857 -2.20165 -0.1991
H -0.58581 -5.98101 -3.05489 0.1219
C -1.79709 -7.67828 -2.39855 -0.0818
H -2.96574 -3.33593 -1.77884 0.1479
C -3.66586 -5.76838 -1.59577 -0.0330
H -1.05315 -8.41419 -2.70580 0.0996
C -3.00663 -8.08259 -1.82414 -0.0996
C -3.94860 -7.12224 -1.44117 -0.0877
H -4.35684 -4.98391 -1.27694 0.1183
H -3.20843 -9.14061 -1.66717 0.0952
H -4.90600 -7.42320 -1.01658 0.0990
Si 0.12777 -3.22616 -0.96845 0.3952
Cl 1.04981 4.77778 -0.75850 -0.3537
C 1.66930 -4.09673 -1.54454 -0.1588
C -0.57366 -4.06515 0.54237 -0.1446
C 0.44606 -1.40846 -0.79905 -0.2072
H 1.42418 -5.14447 -1.76182 0.0200
H 2.43918 -4.06652 -0.76107 0.0306
H 2.06999 -3.63769 -2.45867 0.0394
H 0.73295 -0.95025 -1.75905 0.0137
H 1.21650 -1.15073 -0.05465 0.0277
H -0.50082 -0.92916 -0.50825 -0.0269
H -0.96219 -5.05199 0.25724 0.0331
H -1.40343 -3.49902 0.98209 0.0323
H 0.18997 -4.22464 1.31400 0.0160
S -1.20813 4.36684 2.81176 0.4073
C -1.18311 6.02944 2.96474 -0.8431
C -1.91351 6.64766 4.01840 -0.1659
C -1.85079 8.01989 4.20506 -0.1427
C -1.05657 8.81354 3.35960 -0.1519
C -0.30383 8.20934 2.33692 -0.1295
C -0.39236 6.84110 2.11055 -0.1553
H -2.48984 6.00719 4.68533 0.0757
H -2.41702 8.47991 5.01695 0.0834
H -1.01530 9.89809 3.50704 0.0756
H 0.35857 8.81479 1.71759 0.0889
H 0.15412 6.36026 1.29612 0.0250

7
Properties=species:S:1:pos:R:3:lowdin_charge:R:1 method="wB97M-V/def2-TZVPD" homo_lumo_gap_ev="4.65 / 4.64" de_lowest_ev=1.1599 total_charge=-1
N -1.17054 -0.01734 -0.15095 -0.6463
O 2.45437 0.63353 -0.35489 -0.6550
P 1.95083 -0.68256 0.11614 0.6680
S -2.90030 -0.18195 0.02183 -0.1019
H -0.90658 -0.28469 -1.09545 -0.0583
H -0.91050 0.95340 -0.00436 -0.0456
H 1.48273 -0.42038 1.46768 -0.1609